# 1
2 unconnected molecules or ions with the total composition C32H39NO2S at a distorted geometry, computed with ωB97M-V with the def2-TZVPD basis set.

Calculated values
- Gap between HOMO and LUMO: 6.135 eV
- LUMO level: -0.7 eV

```
! RIJCOSX wB97M-V def2-TZVPD def2/J DEFGRID3
* xyz 0 1
C 6.2409 -1.9288 0.6822
O 5.7727 -0.7858 1.4288
C 4.5252 -0.3210 1.1505
C 4.0861 0.8042 1.9052
C 2.8116 1.3050 1.7098
C 1.9018 0.6511 0.8284
C 0.5315 1.0727 0.5991
C -0.5647 0.2117 0.9364
C -1.8956 0.7502 1.0086
C -3.0119 -0.0311 1.1554
C -4.4492 0.5500 1.1473
C -5.2230 0.0170 -0.0640
C -4.4409 2.0767 1.0728
C -5.2001 0.1396 2.4184
C -2.8385 -1.4940 1.2494
O -3.8330 -2.2600 1.2259
C -1.4776 -2.0434 1.3516
C -1.2974 -3.5746 1.5131
C -1.9993 -4.0726 2.7814
C 0.1775 -3.9664 1.6088
C -1.9016 -4.3028 0.3059
C -0.4162 -1.1786 1.2572
C 2.3657 -0.4696 0.1055
C 3.6658 -0.9100 0.1997
H 7.2483 -2.1015 1.0680
H 5.6095 -2.8063 0.8594
H 6.2758 -1.7103 -0.3906
H 4.7833 1.2428 2.6071
H 2.4857 2.1806 2.2763
H 0.3221 2.1460 0.7005
H -2.0028 1.8372 0.9588
H -5.2929 -1.0732 -0.0059
H -6.2345 0.4394 -0.0771
H -4.7169 0.2890 -0.9965
H -3.9250 2.5058 1.9401
H -3.9605 2.4298 0.1521
H -5.4723 2.4515 1.0759
H -4.6767 0.5183 3.3011
H -6.2143 0.5563 2.4036
H -5.2636 -0.9507 2.4788
H -3.0695 -3.8518 2.7261
H -1.8623 -5.1562 2.8778
H -1.5746 -3.5834 3.6635
H 0.7338 -3.6553 0.7161
H 0.6438 -3.5324 2.5016
H 0.2619 -5.0582 1.6874
H -1.4124 -3.9767 -0.6177
H -1.7629 -5.3845 0.4171
H -2.9715 -4.0846 0.2409
H 0.5898 -1.5663 1.4273
H 1.6750 -0.9575 -0.5892
H 4.0097 -1.7318 -0.4403
C -0.9921 2.6533 -3.7559
S -0.8347 1.9406 -2.0693
C -1.7105 0.3597 -2.4098
C 0.7778 1.3510 -1.8519
C 1.9297 2.1611 -2.1621
C 3.1425 1.5739 -2.6421
C 4.2925 2.3449 -2.7706
C 4.2748 3.7090 -2.4563
C 5.4792 4.4931 -2.5441
N 6.4594 5.1304 -2.6040
C 3.0710 4.3086 -2.0593
C 1.9061 3.5624 -1.9431
H -0.3920 3.5650 -3.8297
H -0.7032 1.9344 -4.5297
H -2.0482 2.9217 -3.8867
H -1.5553 -0.3038 -1.5528
H -2.7749 0.6059 -2.5101
H -1.3276 -0.0893 -3.3361
H 0.8226 0.3028 -2.1780
H 3.1603 0.5109 -2.9008
H 5.2293 1.8874 -3.0933
H 3.0638 5.3728 -1.8228
H 0.9740 4.0488 -1.6315
*
```

=====

# 2
2 unconnected molecules or ions with the total composition C5H12O2, computed with ωB97M-V with the def2-TZVPD basis set.

Calculated values
- Gap between HOMO and LUMO: 10.718 eV
- LUMO level: 0.9 eV
- Relative energy (zero: lowest compared OMol25 entry of this formula, charge and spin): 198.7 kJ/mol
- SMILES: OCCCO.C=C

```
! RIJCOSX wB97M-V def2-TZVPD def2/J DEFGRID3
* xyz 0 1
O -1.3072 -1.1528 -0.5619
C -0.0845 -0.9659 0.1136
C 0.9545 -0.1425 -0.6547
C 2.3507 -0.5206 -0.1854
O 2.5526 -1.8838 -0.5192
H -1.8432 -0.3686 -0.3951
H -0.2396 -0.5185 1.1107
H 0.3350 -1.9628 0.2594
H 0.8102 0.9400 -0.5292
H 0.8615 -0.3616 -1.7241
H 2.4240 -0.3666 0.9042
H 3.1113 0.1158 -0.6616
H 3.2506 -2.2409 0.0390
C -2.7264 1.2867 0.7512
C -1.6753 1.8744 0.1876
H -3.6196 1.0433 0.1800
H -2.7256 1.0026 1.8002
H -0.7775 2.1022 0.7572
H -1.6515 2.1194 -0.8719
*
```

=====

# 3
A molecular structure, C5H10O2, computed with ωB97M-V with the def2-TZVPD basis set.

Calculated values
- Gap between HOMO and LUMO: 9.315 eV
- LUMO level: 0.6 eV
- Relative energy (zero: lowest compared OMol25 entry of this formula, charge and spin): 481.5 kJ/mol

```
! RIJCOSX wB97M-V def2-TZVPD def2/J DEFGRID3
* xyz 0 1
C -1.1667 -1.1800 0.4790
C -0.6786 -0.0525 -0.4048
C 0.8169 -0.0673 -0.6978
C 1.7473 0.0063 0.5114
O 1.7287 1.2716 1.1354
C -1.6400 0.5260 -1.3840
O -1.0222 1.2891 0.1385
H -0.9868 -2.1348 -0.0275
H -0.6515 -1.2070 1.4453
H -2.2456 -1.0953 0.6396
H 1.0503 0.7726 -1.3624
H 1.0161 -0.9909 -1.2571
H 2.7778 -0.1577 0.1777
H 1.5141 -0.7984 1.2284
H 0.8098 1.5709 1.1606
H -1.9200 1.2449 0.5058
H -1.0258 1.0944 -2.1068
*
```